# 1
106
Properties=species:S:1:pos:R:3 method="wB97M-V/def2-TZVPD" gap_ev="5.0 / 7.2" charge=-1 homo_ev="-2.5870 / -4.8283" e_above_lowest_kcal_mol=0.0 lumo_ev="2.4 / 2.4" multiplicity=4 s2=3.78
V -0.504 1.439 -1.457
C -0.540 2.481 6.137
C 0.508 1.507 5.579
C 1.829 1.753 6.305
C 0.052 0.074 5.885
C 0.644 1.693 4.066
C -0.452 1.483 3.241
C -0.346 1.617 1.869
Se -1.879 1.346 0.765
C -1.918 -0.570 0.721
C -2.603 -1.265 1.707
C -2.592 -2.653 1.719
C -1.851 -3.271 0.714
C -1.136 -2.615 -0.283
C -1.213 -1.203 -0.315
O -0.651 -0.488 -1.285
C -0.321 -3.497 -1.256
C 0.535 -4.481 -0.438
C 0.643 -2.746 -2.179
C -1.292 -4.293 -2.139
C -3.311 -3.499 2.772
C -4.336 -4.418 2.093
C -2.290 -4.359 3.529
C -4.042 -2.625 3.790
C 0.857 1.966 1.217
O 0.950 2.069 -0.090
C 1.975 2.235 2.059
C 1.830 2.080 3.437
C 3.310 2.686 1.449
C 3.101 3.942 0.587
C 3.910 1.565 0.589
C 4.340 3.037 2.525
H -0.661 2.345 7.217
H -1.514 2.324 5.668
H -0.243 3.516 5.949
H 1.689 1.596 7.379
H 2.189 2.775 6.161
H 2.611 1.069 5.964
H -0.055 -0.072 6.965
H 0.775 -0.653 5.505
H -0.911 -0.149 5.418
H -1.414 1.205 3.662
H -3.137 -0.703 2.463
H -1.819 -4.357 0.712
H 1.234 -3.937 0.202
H 1.117 -5.112 -1.117
H -0.059 -5.139 0.200
H 1.354 -2.137 -1.618
H 0.131 -2.085 -2.871
H 1.203 -3.493 -2.754
H -1.956 -4.932 -1.548
H -0.736 -4.929 -2.836
H -1.916 -3.612 -2.725
H -3.855 -5.096 1.384
H -5.071 -3.828 1.540
H -4.866 -5.025 2.835
H -1.767 -5.048 2.861
H -2.785 -4.951 4.305
H -1.535 -3.727 4.004
H -4.797 -1.994 3.313
H -3.349 -1.972 4.327
H -4.546 -3.260 4.524
H 2.694 2.272 4.056
H 2.359 3.766 -0.189
H 4.045 4.234 0.113
H 2.765 4.778 1.209
H 3.208 1.235 -0.169
H 4.176 0.707 1.213
H 4.821 1.923 0.094
H 3.996 3.847 3.174
H 5.260 3.370 2.037
H 4.591 2.178 3.153
C 3.015 2.382 -3.152
C 2.745 0.921 -2.798
C 2.077 0.135 -3.896
C 2.798 -0.805 -4.623
C 2.195 -1.566 -5.617
C 0.843 -1.407 -5.859
C 0.085 -0.482 -5.138
C -1.414 -0.448 -5.351
C -1.838 0.200 -6.670
C 0.730 0.317 -4.193
N -0.016 1.299 -3.465
C -0.551 2.267 -4.189
C -1.436 3.153 -3.538
C -2.157 4.279 -3.944
C -2.875 4.701 -2.818
C -2.563 3.823 -1.778
N -1.686 2.866 -2.199
H 3.472 2.903 -2.307
H 2.090 2.903 -3.403
H 3.687 2.457 -4.011
H 2.148 0.885 -1.885
H 3.684 0.420 -2.550
H 3.848 -0.946 -4.388
H 2.771 -2.299 -6.169
H 0.343 -2.035 -6.590
H -1.895 0.055 -4.514
H -1.775 -1.481 -5.330
H -1.616 1.269 -6.673
H -2.910 0.083 -6.843
H -1.309 -0.249 -7.516
H -0.301 2.378 -5.240
H -2.149 4.722 -4.929
H -3.546 5.546 -2.755
H -2.925 3.834 -0.763



# 2
84
Properties=species:S:1:pos:R:3 method="wB97M-V/def2-TZVPD" gap_ev="4.6 / 8.3" charge=-1 homo_ev="-2.1413 / -5.8737" lumo_ev="2.5 / 2.4" multiplicity=2 s2=0.76
C -0.824 -4.846 3.346
C -0.917 -5.724 2.099
N -0.876 -4.960 0.869
C 0.212 -4.161 0.531
C -0.040 -3.409 -0.645
N -1.306 -3.828 -1.091
C -1.853 -4.728 -0.087
C -2.111 -3.248 -2.169
H -1.292 -5.328 4.204
H -1.277 -3.869 3.173
H 0.204 -4.549 3.551
H -1.909 -6.173 2.065
H -0.159 -6.499 1.987
H 1.132 -4.156 1.097
H 0.611 -2.694 -1.125
H -2.887 -5.039 -0.074
H -1.828 -3.760 -3.089
H -2.098 -2.158 -2.140
H -3.128 -3.580 -1.961
B 0.061 0.770 -1.318
F -1.127 0.104 -1.301
F 0.032 1.816 -0.493
F 0.978 -0.070 -0.742
F 0.303 1.195 -2.602
C -1.969 -1.119 1.787
C -2.939 0.006 2.328
O -4.268 -0.459 2.513
O -0.634 -0.611 1.560
H -2.318 -1.668 0.912
H -1.669 -1.816 2.569
H -2.862 0.659 1.459
H -2.540 0.473 3.229
H -4.208 -1.069 3.251
H -0.572 -0.129 0.732
C -3.509 0.295 -3.539
C -4.073 1.042 -2.364
O -3.660 0.565 -1.110
O -2.243 0.900 -3.891
H -4.198 0.387 -4.378
H -3.377 -0.782 -3.439
H -5.157 1.039 -2.482
H -3.811 2.091 -2.504
H -2.702 0.563 -1.157
H -1.615 0.703 -3.192
C -0.319 4.213 1.874
C -0.552 3.208 3.039
O -1.882 3.169 3.451
O -0.664 5.549 2.282
H -0.926 3.835 1.052
H 0.727 4.235 1.569
H 0.094 3.574 3.837
H -0.138 2.225 2.817
H -2.506 3.125 2.723
H -1.615 5.603 2.408
C 1.108 4.382 -2.678
C -0.188 4.728 -1.892
O -1.114 3.702 -1.965
O 1.849 3.367 -1.925
H 1.823 5.200 -2.765
H 0.963 3.970 -3.677
H -0.673 5.563 -2.398
H 0.070 4.935 -0.853
H -0.769 2.963 -1.459
H 1.304 2.587 -2.050
C 3.086 1.795 0.946
C 4.358 1.466 1.737
O 5.483 1.595 0.889
O 3.133 3.182 0.577
H 2.087 1.650 1.357
H 3.164 1.108 0.103
H 4.287 0.461 2.154
H 4.442 2.196 2.541
H 5.446 0.863 0.270
H 2.646 3.227 -0.250
C 4.781 -1.740 -0.143
C 3.695 -2.202 -1.188
O 4.215 -2.754 -2.387
O 5.700 -0.795 -0.667
H 5.268 -2.696 0.054
H 4.339 -1.421 0.801
H 3.002 -1.408 -1.463
H 3.122 -2.945 -0.633
H 3.451 -2.898 -2.950
H 6.125 -0.993 -1.505



# 3
52
Properties=species:S:1:pos:R:3 method="wB97M-V/def2-TZVPD" gap_ev=7.2 charge=-1 homo_ev=-4.6342 e_above_lowest_kcal_mol=0.0 lumo_ev=2.6 multiplicity=1
N -4.907 -3.083 1.967
C -3.807 -2.524 2.766
C -2.936 -1.470 2.097
Nb -2.036 -1.981 0.049
C -3.135 -0.155 -0.742
N -4.456 -0.201 -1.422
C -1.661 -4.045 0.896
C -0.863 -5.106 0.122
C -1.272 -5.313 -1.342
S -0.028 -4.937 -2.590
C -0.153 -0.806 0.719
O 0.712 -0.247 -0.337
N 0.568 1.085 -0.451
O 1.140 1.523 -1.398
H -5.251 -2.381 1.319
H -4.573 -3.832 1.371
H -4.258 -2.121 3.679
H -3.174 -3.350 3.094
H -3.479 -0.522 2.066
H -2.064 -1.320 2.751
H -1.067 -2.116 -1.522
H -3.459 -2.825 -0.791
H -2.454 0.342 -1.440
H -3.292 0.502 0.117
H -4.416 -0.946 -2.109
H -5.137 -0.551 -0.755
H -2.582 -4.528 1.230
H -1.108 -3.800 1.815
H -1.005 -6.061 0.637
H 0.207 -4.902 0.164
H -2.183 -4.756 -1.558
H -1.482 -6.364 -1.543
H -0.370 -3.657 -2.686
H -0.451 0.055 1.323
H 0.532 -1.438 1.289
C 4.784 5.149 -2.064
C 4.804 5.834 -0.702
C 4.992 4.870 0.475
O 3.852 4.124 0.820
C 3.630 2.945 0.059
N 3.604 6.663 -0.573
H 3.833 4.644 -2.235
H 4.910 5.890 -2.853
H 5.584 4.412 -2.151
H 5.667 6.509 -0.677
H 5.231 5.465 1.362
H 5.843 4.200 0.283
H 4.585 2.476 -0.203
H 3.059 3.131 -0.850
H 3.057 2.263 0.682
H 3.657 7.211 0.279
H 2.808 6.045 -0.439



# 4
25
Properties=species:S:1:pos:R:3 method="wB97M-V/def2-TZVPD" gap_ev="2.9 / 10.0" charge=0 homo_ev="-2.4029 / -9.5572" e_above_lowest_kcal_mol=36.9 lumo_ev="0.5 / 0.4" multiplicity=2 s2=0.75
N -1.105 -1.482 -0.449
C -0.766 -0.599 0.753
C 0.486 0.150 0.197
N 0.106 0.689 -1.109
C -0.888 1.787 -1.188
C 1.300 1.165 -1.853
H -0.565 -2.354 -0.413
H -2.122 -1.742 -0.496
H -0.807 -0.704 -1.214
H -1.542 0.146 0.884
H -0.517 -1.198 1.620
H 0.805 0.932 0.876
H 1.298 -0.554 0.003
H -1.868 1.428 -0.850
H -0.510 2.658 -0.654
H -1.083 2.038 -2.233
H 1.691 2.056 -1.351
H 2.082 0.417 -1.742
H 1.012 1.373 -2.876
H -0.674 2.395 3.064
H 0.348 1.255 3.171
O -0.278 1.681 2.567
H 1.176 -3.422 1.768
H 1.419 -4.480 0.682
O 1.001 -3.634 0.840



# 5
14
Properties=species:S:1:pos:R:3 method="wB97M-V/def2-TZVPD" gap_ev=10.4 charge=0 homo_ev=-9.5993 e_above_lowest_kcal_mol=9.8 lumo_ev=0.8 multiplicity=1
H -2.494 0.444 -1.824
N -1.943 0.289 -0.985
C -0.767 -0.122 -1.269
C -0.300 -0.360 -2.638
N 0.053 -0.547 -3.724
N 0.190 -0.371 -0.334
C -0.048 -0.203 1.088
C 1.137 0.472 1.766
H 1.071 -0.754 -0.640
H -0.954 0.399 1.185
H -0.258 -1.176 1.551
H 1.313 1.462 1.334
H 2.053 -0.119 1.653
H 0.947 0.588 2.838



# 6
14
Properties=species:S:1:pos:R:3 method="wB97M-V/def2-TZVPD" gap_ev="2.7 / 9.5" charge=-1 homo_ev="1.5047 / -4.7809" e_above_lowest_kcal_mol=24.6 lumo_ev="4.2 / 4.7" multiplicity=2 s2=0.75
C -0.432 -2.058 -0.029
N -0.145 -0.696 -0.361
C 0.323 0.147 0.687
C 0.321 2.015 -0.874
C 0.591 1.563 0.295
H -1.457 -2.260 -0.367
H 0.181 -2.766 -0.605
H -0.402 -2.344 1.024
H -0.938 -0.263 -0.794
H 1.199 -0.264 1.194
H -0.375 0.261 1.519
H 0.432 3.047 -1.177
H -0.137 1.427 -1.647
H 0.839 2.191 1.135



# 7
88
Properties=species:S:1:pos:R:3 method="wB97M-V/def2-TZVPD" gap_ev=8.9 charge=0 homo_ev=-9.3123 e_above_lowest_kcal_mol=165.1 lumo_ev=-0.4 multiplicity=1
C -1.542 -3.345 -2.830
C -0.429 -2.427 -3.677
C -1.323 -1.372 -4.572
C 0.526 -1.728 -2.543
C 1.723 -0.774 -3.132
C 1.181 0.728 -3.631
C 2.719 -0.442 -1.830
O 1.824 0.214 -0.830
O 2.332 1.340 -0.416
S 2.071 1.280 1.302
O 2.870 2.450 1.975
O 0.406 1.494 1.669
P -0.345 2.641 0.595
O -0.732 1.940 -0.991
O -1.920 3.134 1.252
S 0.663 4.279 0.297
H -2.055 -2.595 -2.059
H -1.002 -4.155 -2.167
H -2.349 -3.796 -3.551
H 0.158 -3.170 -4.367
H -2.363 -1.851 -4.896
H -0.684 -1.036 -5.496
H -1.552 -0.402 -3.934
H -0.167 -1.214 -1.743
H 1.067 -2.621 -1.966
H 2.356 -1.293 -3.990
H 1.254 0.840 -4.796
H 0.083 0.887 -3.251
H 1.877 1.575 -3.167
H 3.644 0.208 -2.129
H 3.053 -1.463 -1.315
H -1.405 1.215 -0.782
H -2.251 3.856 0.617
C 1.664 4.534 -5.259
Cl 2.582 3.099 -5.782
Cl 2.737 5.957 -5.261
Cl 0.307 4.812 -6.380
Cl 1.032 4.269 -3.615
C -4.219 -5.080 -0.694
Cl -2.901 -4.277 0.197
Cl -5.108 -6.162 0.407
Cl -5.331 -3.849 -1.344
Cl -3.535 -6.030 -2.037
C -1.702 1.546 4.535
Cl -2.046 0.505 5.939
Cl -2.655 3.046 4.660
Cl 0.034 1.945 4.503
Cl -2.141 0.686 3.037
C -5.842 -0.587 4.288
Cl -4.924 -2.022 3.766
Cl -4.769 0.836 4.286
Cl -7.199 -0.309 3.168
Cl -6.474 -0.852 5.933
C -2.848 -9.985 -0.462
Cl -3.192 -11.025 0.943
Cl -3.800 -8.484 -0.337
Cl -1.112 -9.585 -0.494
Cl -3.287 -10.844 -1.959
C 0.941 -6.523 -5.334
Cl 2.259 -5.721 -4.443
Cl 0.052 -7.605 -4.233
Cl -0.171 -5.292 -5.984
Cl 1.625 -7.474 -6.677
C 6.529 7.385 -5.401
Cl 5.302 8.424 -4.634
Cl 8.153 8.035 -5.063
Cl 6.403 5.733 -4.745
Cl 6.260 7.346 -7.162
C -0.262 4.208 7.753
Cl -0.668 5.363 6.459
Cl 1.073 3.158 7.216
Cl 0.235 5.101 9.213
Cl -1.689 3.208 8.127
C 2.252 8.261 6.305
Cl 3.570 9.063 7.197
Cl 1.363 7.179 7.407
Cl 1.140 9.491 5.656
Cl 2.936 7.310 4.963
C 1.187 -11.688 -3.490
Cl -0.033 -12.157 -2.279
Cl 2.490 -12.904 -3.522
Cl 0.424 -11.593 -5.097
Cl 1.869 -10.099 -3.061
C 0.360 9.050 11.029
Cl 1.518 7.740 11.372
Cl 0.201 10.093 12.465
Cl 0.949 10.019 9.654
Cl -1.227 8.349 10.625



# 8
12
Properties=species:S:1:pos:R:3 method="wB97M-V/def2-TZVPD" gap_ev=11.2 charge=0 homo_ev=-10.3550 e_above_lowest_kcal_mol=49.2 lumo_ev=0.9 multiplicity=1
C -0.919 0.505 0.977
C -0.178 -0.083 -0.211
C -0.626 0.422 -1.505
N -0.973 0.932 -2.485
C 1.268 -0.221 0.004
N 0.387 -1.408 0.053
H -0.662 1.569 1.038
H -0.564 0.008 1.884
H -2.002 0.404 0.909
H 1.864 -0.109 -0.905
H 1.723 0.033 0.947
H 0.916 -1.900 -0.646



# 9
97
Properties=species:S:1:pos:R:3 method="wB97M-V/def2-TZVPD" gap_ev=6.1 charge=-1 homo_ev=-4.1790 e_above_lowest_kcal_mol=17.6 lumo_ev=1.9 multiplicity=1
Mg 2.493 2.181 0.195
C 5.573 -0.725 -0.443
C 4.555 0.031 0.375
O 3.852 0.874 -0.285
C 4.442 -0.219 1.728
C 3.524 0.462 2.600
C 3.629 0.224 4.082
N 2.628 1.271 2.125
N 1.773 1.866 3.063
C 1.274 2.951 2.542
O 1.581 3.451 1.400
C 0.176 3.618 3.314
C -0.508 4.674 2.723
C -1.565 5.285 3.386
C -1.942 4.849 4.648
C -1.255 3.796 5.244
C -0.204 3.183 4.581
H 6.246 -0.012 -0.925
H 6.156 -1.423 0.158
H 5.057 -1.271 -1.235
H 5.116 -0.936 2.177
H 4.433 -0.476 4.304
H 3.810 1.168 4.597
H 2.686 -0.161 4.471
H -0.202 4.988 1.734
H -2.098 6.101 2.912
H -2.765 5.325 5.167
H -1.546 3.450 6.229
H 0.333 2.354 5.022
N 2.076 3.019 -1.611
P 0.925 2.259 -2.275
C 0.418 2.897 -3.922
C 1.102 4.017 -4.377
C 0.824 4.549 -5.631
C -0.141 3.961 -6.435
C -0.829 2.840 -5.986
C -0.547 2.309 -4.737
C 1.196 0.481 -2.694
C 2.506 0.121 -3.013
C 2.804 -1.179 -3.392
C 1.800 -2.140 -3.441
C 0.500 -1.797 -3.103
C 0.202 -0.491 -2.733
C -0.661 2.209 -1.326
C -1.738 3.041 -1.623
C -2.788 3.195 -0.724
C -2.774 2.526 0.490
C -1.716 1.679 0.797
C -0.681 1.524 -0.110
H 1.850 4.449 -3.721
H 1.364 5.421 -5.981
H -0.357 4.372 -7.414
H -1.583 2.378 -6.613
H -1.081 1.430 -4.395
H 3.282 0.871 -2.923
H 3.824 -1.448 -3.638
H 2.034 -3.158 -3.728
H -0.280 -2.548 -3.118
H -0.813 -0.236 -2.448
H -1.745 3.597 -2.553
H -3.611 3.857 -0.967
H -3.576 2.670 1.203
H -1.678 1.164 1.750
H 0.139 0.861 0.153
C 1.181 -6.306 2.063
Si 0.507 -4.559 2.214
C -0.911 -4.562 3.434
C 1.856 -3.404 2.767
C -0.134 -4.024 0.538
Te -0.914 -2.024 0.584
C -2.970 -2.604 0.849
Si -3.954 -2.407 -0.727
C -3.927 -0.641 -1.318
C -3.239 -3.559 -2.020
C -5.745 -2.874 -0.405
H 1.511 -6.697 3.028
H 2.036 -6.331 1.383
H 0.420 -6.983 1.668
H -0.601 -4.984 4.392
H -1.750 -5.156 3.062
H -1.269 -3.545 3.611
H 2.189 -3.641 3.781
H 1.515 -2.366 2.764
H 2.724 -3.461 2.107
H -0.941 -4.666 0.178
H 0.646 -4.027 -0.225
H -3.375 -2.032 1.685
H -2.933 -3.650 1.161
H -2.920 -0.287 -1.548
H -4.333 0.032 -0.560
H -4.540 -0.535 -2.218
H -2.386 -3.099 -2.519
H -3.981 -3.814 -2.780
H -2.891 -4.490 -1.566
H -6.200 -2.182 0.307
H -5.849 -3.885 -0.005
H -6.319 -2.819 -1.334



- Among the records above, which one has the highest multiplicity?
  C43H57N2O2SeV